The following is a DFT calculation (the ωB97M-V functional and the def2-TZVPD basis) of one molecule with the formula C7H12O2 at a distorted geometry.

Values from the calculation:
Largest force on an atom ... 5.18 eV/Å
ΔE to the lowest compared entry with this formula, charge and spin ... 125.26 kJ/mol
SMILES ... CC1(C)C(O)=C[C@]1(C)O
Energy ... -424.348299 Ha
Gap between HOMO and LUMO ... 0.3364 hartree

Last columns: bonded neighbours and bond lengths (Å).
Cartesian coordinates (Å):
1 O 2.0671 -0.3412 0.7348  C9 1.448, H17 0.972
2 O -1.6595 -2.1193 -0.5697  C3 1.274, H18 0.974
3 C -0.6543 -1.3497 -0.4259  O2 1.274, C4 1.549, C5 1.346
4 C -0.4575 -0.0205 0.3441  C3 1.549, C6 1.534, C7 1.534, C9 1.586
5 C 0.5807 -1.3081 -0.9606  C3 1.346, C9 1.513, H14 1.086
6 C -0.5075 -0.1212 1.8736  C4 1.534, H12 1.095, H13 1.095, H19 1.097
7 C -1.4377 1.0555 -0.1397  C4 1.534, H10 1.094, H11 1.098, H20 1.095
8 C 1.4883 1.0896 -1.1070  C9 1.521, H15 1.096, H16 1.094, H21 1.096
9 C 1.0218 -0.0602 -0.2273  O1 1.448, C4 1.586, C5 1.513, C8 1.521
10 H -1.1728 2.0399 0.2576  C7 1.094
11 H -2.4564 0.8222 0.1952  C7 1.098
12 H 0.1252 -0.9276 2.2599  C6 1.095
13 H -1.5268 -0.3029 2.2296  C6 1.095
14 H 1.0881 -1.9613 -1.6643  C5 1.086
15 H 2.3810 0.8066 -1.6762  C8 1.096
16 H 0.7279 1.4039 -1.8275  C8 1.094
17 H 2.7102 -0.8877 0.2519  O1 0.972
18 H -2.4382 -1.7169 -0.1455  O2 0.974
19 H -0.1583 0.8167 2.3229  C6 1.097
20 H -1.4705 1.1230 -1.2323  C7 1.095
21 H 1.7491 1.9591 -0.4935  C8 1.096

Charges per atom according to Mulliken partitioning, unit e: atom 1 (O): -0.5709, atom 2 (O): -0.5468, atom 3 (C): 0.0675, atom 4 (C): 1.2525, atom 5 (C): -1.1391, atom 6 (C): -1.5958, atom 7 (C): -1.6888, atom 8 (C): -1.6093, atom 9 (C): 1.2115, atom 10 (H): 0.3871, atom 11 (H): 0.4083, atom 12 (H): 0.3594, atom 13 (H): 0.3823, atom 14 (H): 0.4280, atom 15 (H): 0.4218, atom 16 (H): 0.3328, atom 17 (H): 0.4091, atom 18 (H): 0.3580, atom 19 (H): 0.3893, atom 20 (H): 0.4036, atom 21 (H): 0.3395

The following is a DFT calculation (the ωB97M-V functional and the def2-TZVPD basis) of one molecule with the formula C7H12O3 at a distorted geometry.

Values from the calculation:
Largest force on an atom ... 4.37 eV/Å
ΔE to the lowest compared entry with this formula, charge and spin ... 179.12 kJ/mol
SMILES ... C=C[C@@H](C)C(O)(O)C(C)=O
Energy ... -499.578289 Ha
Gap between HOMO and LUMO ... 0.3473 hartree

Last columns: bonded neighbours and bond lengths (Å).
Cartesian coordinates (Å):
1 O 1.9472 -0.1779 1.2664  C5 1.407, H21 0.987
2 O -0.5086 -0.0050 2.1985  C8 1.254
3 O 1.3280 -1.6640 -0.3384  C5 1.408, H15 0.971
4 C -1.7284 0.3061 -1.6621  C9 1.342, H12 1.085, H14 1.086
5 C 0.9539 -0.4737 0.3152  O1 1.407, O3 1.408, C7 1.524, C8 1.594
6 C -1.2611 -1.8123 0.7978  C8 1.515, H11 1.092, H19 1.091, H20 1.092
7 C 0.6852 0.6533 -0.6745  C5 1.524, C9 1.670, C10 1.518, H16 1.092
8 C -0.4403 -0.5706 1.0810  O2 1.254, C5 1.594, C6 1.515
9 C -0.9765 0.8187 -0.6755  C4 1.342, C7 1.670, H22 1.088
10 C 1.2647 2.0072 -0.3069  C7 1.518, H13 1.093, H17 1.094, H18 1.097
11 H -2.3140 -1.5704 0.9565  C6 1.092
12 H -2.6785 0.7530 -1.9373  C4 1.085
13 H 0.9607 2.3198 0.6958  C10 1.093
14 H -1.4446 -0.6055 -2.1788  C4 1.086
15 H 1.8960 -2.1139 0.3081  O3 0.971
16 H 0.9741 0.3683 -1.6888  C7 1.092
17 H 0.9497 2.7807 -1.0130  C10 1.094
18 H 2.3594 1.9441 -0.2978  C10 1.097
19 H -1.1305 -2.1653 -0.2259  C6 1.091
20 H -0.9541 -2.6067 1.4812  C6 1.092
21 H 1.4417 0.0966 2.0684  O1 0.987
22 H -1.3239 1.7176 -0.1699  C9 1.088

Charges per atom according to Mulliken partitioning, unit e: atom 1 (O): -0.6693, atom 2 (O): -0.6861, atom 3 (O): -0.5702, atom 4 (C): -0.8038, atom 5 (C): 0.6032, atom 6 (C): -1.2790, atom 7 (C): 0.2084, atom 8 (C): 0.8896, atom 9 (C): -0.4254, atom 10 (C): -1.6551, atom 11 (H): 0.3607, atom 12 (H): 0.2963, atom 13 (H): 0.3038, atom 14 (H): 0.2670, atom 15 (H): 0.3878, atom 16 (H): 0.5143, atom 17 (H): 0.4744, atom 18 (H): 0.3607, atom 19 (H): 0.2759, atom 20 (H): 0.3596, atom 21 (H): 0.4015, atom 22 (H): 0.3856

The following is a DFT calculation (the ωB97M-V functional and the def2-TZVPD basis) of a 3-piece molecular cluster, C7H12O3 overall at a distorted geometry.

Values from the calculation:
Largest force on an atom ... 1.40 eV/Å
ΔE to the lowest compared entry with this formula, charge and spin ... 200.82 kJ/mol
SMILES ... C=CC(C)=O.CC=O.C=O
Energy ... -499.570022 Ha
Gap between HOMO and LUMO ... 0.3746 hartree

Last columns: bonded neighbours and bond lengths (Å).
Cartesian coordinates (Å):
1 O 0.6461 1.1152 0.9998  C7 1.198
2 O 1.9139 -1.6128 -0.6105  C8 1.206
3 O -1.6799 -0.1741 -1.4445  C6 1.214
4 C -2.4471 1.4702 0.1099  C6 1.503, H13 1.087, H19 1.089, H20 1.089
5 C 3.0211 1.0511 0.6312  C7 1.490, H12 1.088, H14 1.087, H18 1.091
6 C -1.9651 0.1060 -0.2978  O3 1.214, C4 1.503, C9 1.480
7 C 1.5799 1.0678 0.2515  O1 1.198, C5 1.490, H16 1.132
8 C 1.3266 -1.2812 -1.6108  O2 1.206, H11 1.100, H15 1.105
9 C -1.8146 -0.8529 0.8195  C6 1.480, C10 1.327, H21 1.080
10 C -1.6071 -2.1481 0.6160  C9 1.327, H17 1.078, H22 1.077
11 H 0.2290 -1.2986 -1.6809  C8 1.100
12 H 3.5719 1.8196 0.0936  C5 1.088
13 H -2.5868 2.1006 -0.7648  C4 1.087
14 H 3.1401 1.1653 1.7055  C5 1.087
15 H 1.8485 -1.1246 -2.5723  C8 1.105
16 H 1.4105 1.0524 -0.8672  C7 1.132
17 H -1.5491 -2.5464 -0.3840  C10 1.078
18 H 3.4214 0.0797 0.3370  C5 1.091
19 H -3.3834 1.3862 0.6593  C4 1.089
20 H -1.6994 1.9125 0.7663  C4 1.089
21 H -1.8765 -0.4400 1.8151  C9 1.080
22 H -1.5000 -2.8479 1.4280  C10 1.077

Charges per atom according to Mulliken partitioning, unit e: atom 1 (O): -0.4712, atom 2 (O): -0.4159, atom 3 (O): -0.6271, atom 4 (C): -1.2983, atom 5 (C): -1.0984, atom 6 (C): 0.9910, atom 7 (C): 0.2156, atom 8 (C): -0.0606, atom 9 (C): -0.1915, atom 10 (C): -0.6980, atom 11 (H): 0.1608, atom 12 (H): 0.3253, atom 13 (H): 0.3211, atom 14 (H): 0.3069, atom 15 (H): 0.3076, atom 16 (H): 0.4001, atom 17 (H): 0.2578, atom 18 (H): 0.3006, atom 19 (H): 0.3977, atom 20 (H): 0.2996, atom 21 (H): 0.3133, atom 22 (H): 0.2636

The following is a DFT calculation (the ωB97M-V functional and the def2-TZVPD basis) of one molecule with the formula C7H12O3S at a distorted geometry.

Values from the calculation:
Largest force on an atom ... 3.65 eV/Å
ΔE to the lowest compared entry with this formula, charge and spin ... 229.26 kJ/mol
Energy ... -897.733803 Ha
Gap between HOMO and LUMO ... 0.3387 hartree

Last columns: bonded neighbours and bond lengths (Å).
Cartesian coordinates (Å):
1 S -0.4049 -1.4240 -1.0069  O3 1.539, C7 1.782, C11 1.912
2 O -2.4103 -0.6829 1.8000  C6 1.237
3 O -1.1731 -0.9682 -2.2602  S1 1.539
4 O -1.7214 0.8762 0.4472  C6 1.309, C8 1.435
5 C -0.3179 0.7018 2.2530  C6 1.528, C9 1.590, H13 1.166, H22 1.190
6 C -1.5348 0.1437 1.5158  O2 1.237, O4 1.309, C5 1.528
7 C 0.9393 -0.2663 -0.8403  S1 1.782, C10 1.624, H12 1.123, H16 1.068
8 C -0.6148 1.6923 0.0365  O4 1.435, C9 1.563, C10 1.566, H14 1.096
9 C 0.2833 1.8302 1.3080  C5 1.590, C8 1.563, H15 1.106, H23 1.038
10 C 0.2699 1.1806 -1.1495  C7 1.624, C8 1.566, H18 1.026, H19 1.107
11 C 0.5267 -3.0682 -1.2953  S1 1.912, H17 1.209, H20 1.155, H21 1.223
12 H 1.3692 -0.4698 0.1776  C7 1.123
13 H -0.7110 1.2197 3.2207  C5 1.166
14 H -0.9096 2.6701 -0.3601  C8 1.096
15 H 0.0840 2.8115 1.7768  C9 1.106
16 H 1.5920 -0.5922 -1.6206  C7 1.068
17 H 1.0165 -3.0739 -2.4012  C11 1.209
18 H -0.2692 1.1550 -2.0218  C10 1.026
19 H 0.9903 1.9813 -1.4064  C10 1.107
20 H 1.3716 -2.9590 -0.5149  C11 1.155
21 H -0.0040 -4.1494 -1.0834  C11 1.223
22 H 0.3756 -0.2475 2.4353  C5 1.190
23 H 1.2526 1.6388 0.9898  C9 1.038

Charges per atom according to Mulliken partitioning, unit e: atom 1 (S): 0.5697, atom 2 (O): -0.6233, atom 3 (O): -0.6426, atom 4 (O): -0.3867, atom 5 (C): -0.1917, atom 6 (C): 0.4361, atom 7 (C): -0.8636, atom 8 (C): 0.5074, atom 9 (C): -0.9577, atom 10 (C): -1.3892, atom 11 (C): -0.8032, atom 12 (H): 0.3493, atom 13 (H): 0.2904, atom 14 (H): 0.3611, atom 15 (H): 0.3461, atom 16 (H): 0.6522, atom 17 (H): 0.2568, atom 18 (H): 0.5955, atom 19 (H): 0.3942, atom 20 (H): 0.2608, atom 21 (H): 0.2903, atom 22 (H): 0.1854, atom 23 (H): 0.3625

The following is a DFT calculation (the ωB97M-V functional and the def2-TZVPD basis) of one molecule with the formula C7H12S at a distorted geometry.

Values from the calculation:
Largest force on an atom ... 1.02 eV/Å
ΔE to the lowest compared entry with this formula, charge and spin ... 92.12 kJ/mol
SMILES ... C[C@@]1(S)[C@@H]2CCC[C@@H]21
Energy ... -672.081811 Ha
Gap between HOMO and LUMO ... 0.3581 hartree

Last columns: bonded neighbours and bond lengths (Å).
Cartesian coordinates (Å):
1 S 0.4687 -1.6986 1.2753  C5 1.796, H15 1.373
2 C -1.2756 -0.5505 -1.1545  C6 1.525, C8 1.546, H17 1.127, H18 1.101
3 C 2.4845 -0.2759 0.0100  C5 1.517, H9 1.104, H13 1.076, H19 1.090
4 C -1.1639 1.0869 0.7097  C7 1.530, C8 1.545, H12 1.116, H14 1.114
5 C 0.9809 -0.3611 0.1914  S1 1.796, C3 1.517, C6 1.516, C7 1.498
6 C 0.1602 -0.0476 -1.0447  C2 1.525, C5 1.516, C7 1.501, H10 1.088
7 C 0.2274 0.9293 0.0924  C4 1.530, C5 1.498, C6 1.501, H20 1.100
8 C -2.0410 -0.0175 0.0780  C2 1.546, C4 1.545, H11 1.084, H16 1.107
9 H 2.9791 -0.0574 0.9720  C3 1.104
10 H 0.7065 0.1315 -1.9688  C6 1.088
11 H -2.2289 -0.8209 0.7813  C8 1.084
12 H -1.1347 1.0043 1.8224  C4 1.116
13 H 2.8862 -1.2078 -0.3485  C3 1.076
14 H -1.5296 2.1063 0.4505  C4 1.114
15 H 0.9310 -1.1310 2.4375  S1 1.373
16 H -3.0332 0.3541 -0.2418  C8 1.107
17 H -1.7208 -0.1305 -2.1002  C2 1.127
18 H -1.3118 -1.6467 -1.2552  C2 1.101
19 H 2.7591 0.5070 -0.6970  C3 1.090
20 H 0.8561 1.8260 -0.0099  C7 1.100

Charges per atom according to Mulliken partitioning, unit e: atom 1 (S): -0.2207, atom 2 (C): -0.8765, atom 3 (C): -1.4563, atom 4 (C): -0.7817, atom 5 (C): 0.9586, atom 6 (C): -0.5609, atom 7 (C): -0.2795, atom 8 (C): -0.6920, atom 9 (H): 0.3613, atom 10 (H): 0.3783, atom 11 (H): 0.3029, atom 12 (H): 0.2764, atom 13 (H): 0.3666, atom 14 (H): 0.3522, atom 15 (H): 0.1213, atom 16 (H): 0.3602, atom 17 (H): 0.3696, atom 18 (H): 0.2924, atom 19 (H): 0.3550, atom 20 (H): 0.3727